{
  "formula": "C30H22FeN5O3S5",
  "method": "ωB97M-V with the def2-TZVPD basis set",
  "species": ["Fe", "C", "C", "N", "N", "C", "O", "C", "C", "C", "C", "C", "C", "C", "C", "C", "C", "C", "N", "H", "H", "H", "H", "H", "H", "H", "H", "H", "H", "H", "H", "S", "C", "C", "N", "C", "S", "C", "N", "C", "O", "C", "S", "S", "H", "H", "H", "C", "C", "O", "S", "C", "C", "C", "C", "C", "C", "C", "C", "H", "H", "H", "H", "H", "H", "H"],
  "xyz": [[-0.21782, 0.65832, 1.14324], [2.63221, 2.24288, -1.52306], [1.42744, 1.88074, -0.71837], [1.41960, 1.01260, 0.23030], [2.52197, 0.30925, 0.58641], [2.17356, -0.53907, 1.55947], [1.03062, -0.65944, 2.07150], [3.26393, -1.43020, 2.06764], [4.58190, -1.29313, 1.64170], [5.56685, -2.13364, 2.13813], [5.24278, -3.11998, 3.06117], [3.92873, -3.25937, 3.48708], [2.94348, -2.41662, 2.99412], [0.09998, 2.43894, -0.98897], [-0.15180, 3.33038, -2.02583], [-1.45569, 3.73301, -2.26420], [-2.47012, 3.23330, -1.46756], [-2.14116, 2.36617, -0.43520], [-0.89412, 1.98652, -0.19378], [3.49435, 1.71742, -1.12039], [2.81965, 3.31916, -1.48567], [2.50543, 1.96121, -2.57248], [4.81352, -0.51954, 0.92295], [6.59201, -2.01854, 1.80608], [6.01322, -3.77638, 3.44886], [3.67077, -4.02580, 4.20802], [1.91313, -2.49891, 3.31335], [0.66529, 3.68733, -2.63756], [-1.67513, 4.42542, -3.06806], [-3.50243, 3.51560, -1.62019], [-2.88408, 1.94941, 0.23316], [-2.19764, 4.07667, 2.25735], [-0.88994, 4.41338, 3.23591], [-0.92421, 5.67740, 3.93510], [-0.95169, 6.69866, 4.46819], [0.24567, 3.59851, 3.46402], [0.66561, 2.09292, 2.84923], [1.21649, 4.10487, 4.40460], [1.98989, 4.50435, 5.15938], [-2.33532, 2.13887, 5.28442], [-1.95991, 1.41170, 4.12546], [-2.87561, 0.68455, 3.47318], [-4.42201, 0.47199, 4.09014], [-2.32803, -0.01077, 2.01747], [-1.43476, 2.67207, 5.58651], [-2.67052, 1.46609, 6.07461], [-3.13876, 2.83958, 5.05498], [-2.47862, -3.02792, -6.60973], [-2.46185, -4.52722, -6.76024], [-2.79888, -5.08513, -7.77799], [-1.96329, -5.53657, -5.37994], [-1.61045, -4.38069, -4.08596], [-2.63005, -3.90618, -3.26294], [-2.35951, -2.97638, -2.27730], [-1.05535, -2.49152, -2.07011], [-0.03567, -3.00379, -2.89228], [-0.30774, -3.93061, -3.88065], [-0.78319, -1.52418, -1.07099], [-0.57507, -0.70705, -0.18575], [-2.40293, -2.59023, -7.60312], [-1.69318, -2.65853, -5.95596], [-3.43558, -2.73897, -6.17035], [-3.64140, -4.26813, -3.40639], [-3.15052, -2.60485, -1.63934], [0.97558, -2.65242, -2.73406], [0.49039, -4.30751, -4.50933]],
  "total_charge": -2,
  "multiplicity": 2,
  "e_tot_ev": -133624.2098,
  "relative_energy_kcal_mol": 1.8,
  "e_lumo_ev": [3.73, 3.34],
  "orbital_gap_ev": [6.1, 5.7]
}